Computed, not measured: a molecular structure, C16H24N2O5RhS3Sb, with wB97M-V/def2-TZVPD.

The expectation value of S² is 6.022. As for the multiplicity: 5. As for the HOMO energy (spin up / spin down): -7.17 / -8.07 eV. The value obtained for the calculated total energy is -2654.97737 Eh. The frontier orbital gap (spin up / spin down) comes out at 6.8 / 5.8 eV.

Each line ends with the Löwdin charge.
Element x y z (Å)
Rh (7.735336, 7.585642, 10.696369)  0.601
O (10.352628, 5.746451, 13.804063)  -0.278
S (9.398392, 5.675328, 12.738353)  0.304
O (9.427296, 6.894003, 11.886235)  -0.509
O (8.008606, 5.497025, 13.286654)  -0.568
O (9.629293, 4.493484, 11.842403)  -0.317
O (6.188821, 8.527099, 9.558289)  -0.306
N (6.663108, 9.189457, 8.477221)  -0.191
C (5.830602, 9.365831, 7.450859)  -0.031
C (6.249383, 10.130050, 6.364522)  -0.055
C (7.615769, 10.502550, 6.247991)  -0.053
C (8.489785, 10.305806, 7.348500)  -0.090
C (7.978612, 9.721867, 8.523120)  -0.662
S (8.917024, 9.492626, 9.915993)  0.685
H (4.872911, 8.872618, 7.490782)  0.139
H (5.623191, 10.301539, 5.518674)  0.094
H (7.967718, 11.090927, 5.339166)  0.129
H (9.518144, 10.638817, 7.412395)  0.101
C (5.432730, 10.008833, 12.850305)  -0.215
C (5.021002, 8.660960, 13.308531)  -0.433
Sb (6.648464, 7.169780, 13.167553)  1.468
C (7.977348, 7.849158, 14.774916)  -0.370
C (7.206467, 8.736025, 15.711300)  -0.217
C (5.442915, 5.584367, 14.127760)  -0.346
C (3.954126, 5.576994, 13.740237)  -0.199
H (4.523765, 10.550963, 12.591025)  0.068
H (6.011005, 9.891452, 11.936055)  0.026
H (5.998742, 10.651053, 13.543809)  0.071
H (4.271119, 8.253285, 12.614382)  0.050
H (4.672178, 8.590738, 14.351771)  0.045
H (8.747510, 8.388895, 14.171666)  0.063
H (8.381871, 6.888257, 15.213966)  0.077
H (7.240453, 9.789302, 15.343183)  0.063
H (7.752312, 8.736690, 16.715628)  0.090
H (6.082143, 8.458313, 15.794633)  0.071
H (5.609407, 5.792491, 15.210125)  0.065
H (5.959192, 4.658305, 13.835067)  0.048
H (3.280910, 6.278449, 14.313226)  0.079
H (3.602012, 4.542798, 13.905056)  0.067
H (3.837655, 5.881498, 12.694648)  0.048
S (7.000610, 5.469166, 10.086281)  0.657
C (8.391695, 5.482263, 8.950707)  -0.623
N (9.595316, 4.975047, 9.399133)  0.058
C (10.684283, 4.931035, 8.585055)  -0.024
C (10.659450, 5.477952, 7.273741)  -0.028
C (9.418537, 5.981846, 6.835414)  -0.059
C (8.329830, 6.019145, 7.669084)  -0.111
H (9.598337, 4.783105, 10.547698)  0.038
H (11.566134, 4.577719, 9.112642)  0.134
H (11.528598, 5.385887, 6.613016)  0.110
H (9.267866, 6.272171, 5.775833)  0.126
H (7.419652, 6.537695, 7.370037)  0.108

Forces on the atoms, in the same order (eV/Å):
Rh -0.02 -0.41 0.29
O 0.12 0.09 -0.09
S 0.60 -1.67 0.69
O 0.09 0.69 -0.47
O 0.68 -0.45 -0.50
O 0.18 0.38 -0.15
O 0.26 0.65 -1.06
N 1.03 0.29 1.42
C 0.55 0.93 -1.17
C 1.62 -0.73 0.07
C 0.45 1.05 0.60
C -1.76 0.10 -0.63
C -1.27 -0.80 -0.88
S 0.28 0.17 0.09
H -0.06 0.11 0.34
H -0.57 -0.02 -0.21
H -0.49 -1.06 1.30
H -0.11 0.00 -0.37
C -0.11 1.07 -0.31
C 0.09 -1.24 0.49
Sb -1.25 0.08 2.01
C -0.08 -0.81 -1.34
C -0.42 0.83 1.23
C 0.30 0.92 -0.03
C -0.23 0.22 0.51
H 0.06 0.41 -0.14
H 0.14 0.33 -0.23
H -0.11 -0.54 -0.06
H 0.04 0.08 0.41
H -0.16 0.11 -0.50
H -0.22 -0.51 0.94
H -0.39 1.31 -0.54
H -0.17 -0.71 0.33
H -1.18 0.03 -1.04
H 2.02 0.34 0.36
H -0.10 -0.36 -0.65
H -0.31 0.37 0.28
H 0.93 -0.70 -0.32
H -0.25 0.54 -0.30
H -0.15 -0.44 0.03
S 0.63 -0.33 -1.27
C 0.87 -0.35 1.19
N -0.88 0.69 -1.63
C -0.70 1.29 0.04
C -0.60 -1.17 1.11
C 0.78 -0.34 -0.95
C -0.64 0.37 0.16
H 0.46 -0.60 0.12
H 0.03 -0.09 -0.45
H -0.42 0.17 0.42
H 0.36 0.13 0.87
H 0.09 -0.43 -0.05